Formula: C4H2Br2N2O5
Source: OMol25
Level of theory: ωB97M-V/def2-TZVPD

The geometry in XYZ format:
```
15
Properties=species:S:1:pos:R:3:forces:R:3:nbo_charge:R:1
C 0.233 1.258 -0.517 1.03 -2.11 -1.95 0.682
C 0.649 -0.671 0.641 0.06 -0.30 -0.11 -0.510
C 0.835 -0.599 -0.877 0.14 2.97 0.78 -0.140
C 0.040 0.715 0.852 -0.15 0.09 1.73 -0.112
N -0.226 -1.160 -1.672 0.07 -0.20 -0.28 0.478
N -1.472 0.698 1.235 1.43 -0.15 -0.48 0.547
O 0.187 2.214 -1.168 -0.07 -0.09 0.43 -0.374
O 0.029 -1.557 -2.779 -0.33 -0.21 -0.32 -0.338
O -1.325 -1.116 -1.150 -0.55 -0.04 0.04 -0.407
O -2.028 1.742 1.107 -0.80 0.82 -0.18 -0.332
O -1.884 -0.339 1.639 -0.73 -0.79 0.58 -0.317
Br 2.552 -0.788 -1.646 -0.09 0.00 0.29 0.139
Br 0.837 1.862 2.230 0.00 -0.39 -0.41 0.125
H -0.035 -1.467 0.957 0.14 0.26 -0.06 0.293
H 1.607 -0.792 1.149 -0.15 0.13 -0.06 0.267
```
Forces are in eV/Å.

Summary:
2S+1: 1
LUMO, eV: -1.554
E_tot, eV: -157474.96763
HOMO energy, eV: -9.9
Energy above the lowest of the compared OMol25 structures with the same formula, charge and spin, eV: 1.205
Total charge: 0